[1]
11
Properties=species:S:1:pos:R:3:lowdin_charge:R:1 method="wB97M-V/def2-TZVPD" e_lumo_ha=0.0155 homo_ha=-0.333 smiles=Nc1n[nH]c(S)n1
N -0.989 0.003 2.298 0.03
C -0.463 -0.148 0.849 -0.46
N -0.035 -1.344 0.387 0.08
N 0.378 -0.932 -0.892 -0.03
C 0.168 0.389 -1.121 -0.66
S 0.489 1.687 -2.355 0.80
N -0.346 0.910 0.056 0.05
H -0.528 0.884 2.689 0.08
H -0.525 -0.808 2.903 0.11
H 0.651 -1.436 -1.784 0.17
H 1.200 0.794 -3.029 -0.16


[2]
34
Properties=species:S:1:pos:R:3:lowdin_charge:R:1 method="wB97M-V/def2-TZVPD" e_lumo_ha=-0.0055 homo_ha=-0.364
Ar 5.991 -0.160 15.100 0.25
O 4.286 -2.696 15.360 -0.10
H 5.157 -2.864 15.000 -0.02
H 3.918 -3.566 15.513 0.08
O 6.572 -3.333 13.871 -0.05
H 7.327 -2.746 13.832 -0.02
H 6.886 -4.154 13.491 0.06
O 2.329 -1.142 13.738 -0.06
H 2.933 -1.812 14.056 0.00
H 2.851 -0.615 13.134 -0.05
O 8.450 -1.542 13.186 -0.05
H 9.010 -0.784 13.353 0.08
H 8.856 -1.981 12.439 0.07
O 6.255 -1.061 11.352 -0.07
H 6.649 -1.323 12.184 -0.04
H 5.437 -0.630 11.599 -0.03
O 5.925 -3.276 17.882 -0.05
H 5.525 -3.334 17.014 -0.01
H 5.347 -2.693 18.374 0.03
O 5.485 3.042 16.769 -0.03
H 5.320 3.968 16.946 0.08
H 5.496 2.631 17.633 0.08
O 2.623 -1.336 17.085 -0.07
H 3.294 -1.743 16.537 -0.04
H 2.816 -0.399 17.044 -0.02
O 3.917 0.104 12.029 -0.03
H 3.834 0.960 12.449 0.08
H 3.073 -0.036 11.599 0.08
O 8.086 2.858 16.282 -0.07
H 7.129 2.877 16.255 -0.05
H 8.309 3.195 17.149 0.02
O 3.378 1.215 16.180 -0.07
H 4.132 1.769 16.383 -0.03
H 3.091 1.509 15.315 0.04


[3]
20
Properties=species:S:1:pos:R:3:mulliken_spin:R:1 method="wB97M-V/def2-TZVPD" e_lumo_ha="-0.2531 / -0.5797" multiplicity=2 total_charge=+2 homo_ha="-0.741 / -0.684"
C 1.692 -1.398 -0.664 0.10
C 0.280 -1.804 -0.348 0.04
C -0.425 -3.133 -0.775 0.05
N -0.702 -0.715 -0.617 0.01
H 2.096 -0.375 -0.312 0.03
H 1.752 -1.363 -1.782 0.05
H 2.239 -2.099 -0.049 0.00
H 0.116 -1.733 0.706 0.06
H -1.182 -3.101 -1.620 0.01
H 0.472 -3.845 -0.762 0.01
H -0.953 -3.298 0.202 0.01
H -1.596 -0.952 -0.268 0.00
H -0.975 -0.572 -1.589 0.00
H -0.420 0.295 -0.290 0.00
H -0.983 4.519 2.343 -0.01
H 0.276 3.749 2.513 -0.01
O -0.374 3.876 1.914 0.36
H 0.058 2.677 0.628 0.00
H -0.387 2.453 -0.727 -0.01
O -0.237 1.957 0.093 0.30


[4]
57
Properties=species:S:1:pos:R:3:mulliken_spin:R:1 method="wB97M-V/def2-TZVPD" e_lumo_ha="0.0139 / -0.0586" multiplicity=5 homo_ha="-0.254 / -0.319"
Ir -0.529 -1.949 0.502 2.54
O -4.413 -0.926 1.308 0.04
C -3.540 -1.696 0.922 -0.01
O -2.373 -1.832 1.553 0.15
C -3.839 -2.596 -0.215 0.05
C -5.092 -3.169 -0.169 -0.02
C -5.493 -4.057 -1.145 0.04
C -4.691 -4.287 -2.257 -0.03
C -3.454 -3.655 -2.332 0.03
C -2.990 -2.857 -1.286 -0.01
S -1.457 -2.023 -1.576 0.54
H -5.752 -2.977 0.669 0.00
H -6.449 -4.538 -1.026 0.00
H -5.047 -4.914 -3.076 0.00
H -2.794 -3.813 -3.153 0.00
C -1.148 1.058 2.869 0.00
As -0.803 0.656 0.968 0.25
C -2.338 1.527 0.149 0.01
C 0.579 1.899 0.310 0.04
C 2.047 1.743 0.727 0.02
C 2.139 1.672 2.256 -0.01
C 2.709 0.527 0.082 0.06
As 2.001 -1.291 0.439 0.10
C 3.133 -2.279 -0.821 0.01
C 2.998 -1.891 2.024 0.02
C 2.784 3.022 0.260 -0.01
As 2.692 3.777 -1.580 0.00
C 0.806 4.380 -1.793 0.00
C 2.608 2.234 -2.851 0.00
H -1.076 2.119 3.068 0.01
H -0.415 0.545 3.484 0.00
H -2.123 0.682 3.126 0.00
H -2.313 2.626 0.246 0.00
H -3.206 1.125 0.667 0.00
H -2.384 1.182 -0.887 0.00
H 0.243 2.912 0.561 0.01
H 0.493 1.772 -0.771 -0.01
H 1.667 0.803 2.677 0.01
H 1.652 2.561 2.654 0.00
H 3.198 1.686 2.535 0.00
H 3.790 0.517 0.321 0.01
H 2.643 0.623 -1.000 -0.01
H 4.210 -2.059 -0.650 0.00
H 2.887 -2.056 -1.880 0.00
H 2.909 -3.321 -0.627 0.00
H 4.038 -1.569 1.937 0.00
H 2.979 -2.996 2.015 0.00
H 2.562 -1.530 2.940 0.00
H 3.848 2.864 0.474 0.00
H 2.502 3.900 0.872 0.00
H 0.437 4.892 -0.892 0.00
H 0.134 3.549 -2.069 0.00
H 0.753 5.116 -2.584 0.00
H 3.509 1.614 -2.719 0.00
H 2.578 2.678 -3.856 0.00
H 1.714 1.642 -2.670 0.00
F 0.480 -3.621 1.272 0.16


[5]
57
Properties=species:S:1:pos:R:3:mulliken_spin:R:1 method="wB97M-V/def2-TZVPD" e_lumo_ha="0.0574 / 0.0574" multiplicity=2 total_charge=-1 homo_ha="-0.192 / -0.192"
O -0.966 0.408 -0.945 -0.25
V -0.454 -1.075 -1.193 1.20
O 1.625 -4.830 -1.571 0.00
C 1.032 -3.738 -2.153 0.00
O 0.986 -3.666 -3.357 0.00
O 0.497 -2.901 -1.313 0.00
H 1.599 -4.676 -0.619 0.00
O -3.943 -2.092 -3.485 0.00
C -2.553 -2.042 -3.670 0.00
O -2.141 -2.303 -4.790 0.00
O -1.902 -1.660 -2.655 0.02
H -4.125 -2.581 -4.303 0.00
O 2.368 1.152 -4.059 0.00
C 1.403 0.174 -3.881 0.00
O 1.022 -0.414 -4.890 0.00
O 1.047 0.020 -2.681 0.00
H 2.537 1.123 -5.007 0.00
C -4.028 -1.845 0.733 0.00
S -2.501 -2.657 1.336 0.00
O -1.417 -2.029 0.520 0.01
C -2.373 -1.874 2.962 0.00
H -4.823 -2.494 1.113 0.00
H -3.911 -1.821 -0.347 0.00
H -4.185 -0.888 1.224 0.00
H -1.310 -1.920 3.182 0.00
H -2.996 -2.443 3.650 0.00
H -2.670 -0.837 2.846 0.00
C 3.433 0.144 -1.018 0.00
S 2.518 0.007 0.529 0.00
O 1.215 -0.644 0.198 0.01
C 3.548 -1.334 1.203 0.00
H 2.974 0.782 -1.769 0.00
H 3.679 -0.841 -1.408 0.00
H 4.378 0.632 -0.736 0.00
H 3.375 -2.201 0.568 0.00
H 3.140 -1.529 2.194 0.00
H 4.581 -0.999 1.235 0.00
C -0.180 0.969 4.256 0.00
S -0.952 1.883 2.879 0.00
O -1.134 0.825 1.845 0.00
C -2.479 2.275 3.789 0.00
H 0.021 1.692 5.059 0.00
H 0.761 0.506 3.978 0.00
H -0.866 0.271 4.736 0.00
H -2.469 1.871 4.801 0.00
H -3.387 1.919 3.307 0.00
H -2.471 3.363 3.843 0.00
C 2.221 4.239 0.312 0.00
S 0.439 4.044 -0.061 0.00
O -0.002 5.372 -0.589 0.00
C 0.546 3.019 -1.555 0.00
H 2.816 4.173 -0.598 0.00
H 2.646 3.616 1.098 0.00
H 2.188 5.258 0.703 0.00
H 1.391 2.372 -1.343 0.00
H 0.647 3.726 -2.378 0.00
H -0.393 2.504 -1.728 0.00


[6]
13
Properties=species:S:1:pos:R:3:lowdin_charge:R:1 method="wB97M-V/def2-TZVPD" e_lumo_ha=0.0384 homo_ha=-0.370 smiles=CCc1nn[nH]n1
C 0.588 0.308 -1.938 -0.11
C 0.872 -0.271 -0.540 -0.20
C -0.396 -0.199 0.388 -0.26
N -1.514 0.695 0.483 0.03
N -1.903 0.778 1.698 -0.04
N -1.185 -0.041 2.462 -0.02
N -0.345 -0.691 1.641 0.04
H 1.527 0.731 -2.261 0.06
H -0.203 0.987 -2.137 0.05
H 0.592 -0.734 -2.475 0.10
H 1.664 -0.031 0.177 0.10
H 1.407 -1.219 -0.896 0.12
H -1.104 -0.315 3.399 0.13


Max |F| for the records above, in order: 4.68; 1.03; 5.35; 1.70; 2.44; 6.48 eV Å⁻¹
M for the records above, in order: 116.1; 238.1; 96.1; 747.5; 562.5; 98.1 g mol⁻¹